The following is a DFT calculation (ωB97M-V/def2-TZVPD) of an isolated molecule of C3H4S.

CARTESIAN COORDINATES (ANGSTROEM)
C  -1.1519  0.0058  0.1059
C  -0.3936  -0.8987  0.6794
C  0.1739  -0.1985  -0.5963
S  1.6187  0.9496  -0.6216
H  -2.0694  0.4881  0.2112
H  0.0805  -1.5878  1.4364
H  0.1288  -0.3729  -1.6821
H  1.6129  1.6144  0.4671

Values from the calculation:
- LUMO (spin up / spin down): 0.98 / -2.44 eV
- Spin multiplicity: 3
- Frontier orbital gap (spin up / spin down): 0.2357 / 0.2438 Eh
- Strongest force on any atom: 9.161 eV/Å
- ΔE to the lowest compared entry with this formula, charge and spin: 289.4 kJ/mol
- DFT total energy: -14003.36711 eV

***

The following is a DFT calculation (ωB97M-V/def2-TZVPD) of a structure of composition C50H38BrIMoO3S8.

CARTESIAN COORDINATES (ANGSTROEM)
Mo  0.4996  0.3684  1.3061
C  -0.6023  7.6800  -0.7369
C  -0.7761  6.2291  -0.3877
C  -1.9590  5.7584  0.1768
C  -2.1242  4.4182  0.4951
C  -1.0801  3.5446  0.2343
C  0.1203  3.9834  -0.3122
C  0.2622  5.3217  -0.6221
S  -1.3742  1.8511  0.6404
O  -2.4011  1.7836  1.6835
C  -1.9933  1.1848  -0.9000
C  -1.3887  1.6252  -2.1050
C  -1.8092  1.1086  -3.2909
C  -2.8326  0.1294  -3.3375
C  -3.2600  -0.4156  -4.5718
C  -4.2209  -1.3836  -4.6046
C  -4.7965  -1.8503  -3.4017
C  -4.4105  -1.3361  -2.1969
C  -3.4199  -0.3218  -2.1304
C  -2.9877  0.2333  -0.8811
C  -3.6260  -0.2724  0.3799
C  -4.9545  0.1128  0.7057
C  -5.6889  1.0303  -0.0928
C  -6.9559  1.3893  0.2577
C  -7.5626  0.8534  1.4190
C  -6.8810  -0.0236  2.2068
C  -5.5578  -0.4131  1.8759
C  -4.8346  -1.3066  2.7017
C  -3.5528  -1.6581  2.4014
C  -2.9724  -1.1330  1.2298
S  -1.2580  -1.5184  1.0036
O  -0.8815  -2.5706  1.9740
C  -1.1728  -2.2337  -0.6160
C  -0.4309  -1.6887  -1.6501
C  -0.4158  -2.3299  -2.8792
C  -1.1264  -3.5102  -3.0848
C  -1.1072  -4.1997  -4.4205
C  -1.8543  -4.0444  -2.0176
C  -1.8846  -3.4173  -0.7867
H  -1.4470  8.2782  -0.4010
H  -0.5080  7.8037  -1.8170
H  0.3045  8.0823  -0.2837
H  -2.7657  6.4526  0.3809
H  -3.0397  4.0630  0.9533
H  0.9467  3.3017  -0.4817
H  1.1976  5.6751  -1.0406
H  -0.6291  2.3946  -2.0939
H  -1.3700  1.4544  -4.2198
H  -2.8126  -0.0471  -5.4879
H  -4.5482  -1.7941  -5.5522
H  -5.5568  -2.6205  -3.4383
H  -4.8677  -1.6996  -1.2854
H  -5.2365  1.4509  -0.9831
H  -7.5079  2.0906  -0.3553
H  -8.5714  1.1479  1.6798
H  -7.3366  -0.4330  3.1009
H  -5.3125  -1.7059  3.5883
H  -2.9824  -2.3262  3.0336
H  0.1063  -0.7598  -1.5326
H  0.1399  -1.8898  -3.7012
H  -0.8203  -3.5141  -5.2177
H  -2.0845  -4.6189  -4.6613
H  -0.3923  -5.0259  -4.4155
H  -2.4160  -4.9608  -2.1601
H  -2.4552  -3.8391  0.0336
S  2.5960  2.6834  7.8671
C  2.0168  2.2266  6.4457
S  2.2582  3.1588  4.9621
C  1.4275  2.0809  3.9103
C  0.8987  0.9558  4.4692
S  0.1581  -0.1797  3.4384
S  1.0967  0.7514  6.1846
S  1.1791  2.3779  2.2329
Br  6.2881  0.8751  -0.8997
C  7.0999  0.2838  0.6981
C  8.4243  -0.1318  0.6329
C  9.0583  -0.6107  1.7677
C  8.3748  -0.6735  2.9744
C  7.0585  -0.2464  3.0467
C  6.4188  0.2335  1.9088
I  4.4505  0.8807  2.0993
H  8.9528  -0.0720  -0.3090
H  10.0916  -0.9281  1.7079
H  8.8685  -1.0399  3.8651
H  6.5307  -0.2679  3.9916
C  2.6142  -2.7529  2.3259
S  2.1746  -2.5170  0.6298
O  1.6916  -0.9980  0.5850
C  3.7093  -2.4769  -0.2031
C  3.6121  -2.4956  -1.5932
C  4.7760  -2.4975  -2.3404
C  6.0096  -2.5151  -1.6977
C  6.0896  -2.5250  -0.3105
C  4.9344  -2.4959  0.4530
H  3.2679  -1.9444  2.6563
H  3.0984  -3.7288  2.4005
H  1.6694  -2.7664  2.8621
H  2.6404  -2.5129  -2.0774
H  4.7228  -2.5050  -3.4214
H  6.9185  -2.5285  -2.2857
H  7.0537  -2.5437  0.1814
H  5.0071  -2.4926  1.5340

Values from the calculation:
- LUMO (spin up / spin down): -7.01 / -7.06 eV
- Total charge: +2
- Frontier orbital gap (spin up / spin down): 0.1956 / 0.1938 Eh
- Strongest force on any atom: 0.918 eV/Å
- ΔE to the lowest compared entry with this formula, charge and spin: 0.0 kJ/mol
- DFT total energy: -225275.96696 eV

***

The following is a DFT calculation (ωB97M-V/def2-TZVPD) of a structure of composition C36H45ClMgN5O3.

CARTESIAN COORDINATES (ANGSTROEM)
Mg  -1.3734  -0.0820  -0.8548
C  -4.2108  0.6498  -1.2980
C  -4.1832  -0.8576  -1.0700
N  -3.0987  -1.1954  -0.1348
C  -2.7644  -2.6188  -0.1785
C  -2.0000  -2.9038  -1.4464
C  -1.7992  -4.1760  -1.9444
C  -1.0290  -4.3236  -3.0897
C  -0.4797  -3.2015  -3.6844
C  -0.7319  -1.9598  -3.1223
C  -0.1689  -0.6868  -3.7046
N  -0.3894  0.4712  -2.8259
C  -1.2320  1.5047  -3.4400
C  -2.6909  1.1503  -3.1852
N  -2.8870  1.1244  -1.7279
N  -1.4959  -1.8240  -2.0462
H  -4.4703  1.1352  -0.3575
H  -4.9890  0.8981  -2.0264
H  -3.9850  -1.3646  -2.0146
H  -5.1609  -1.1904  -0.7063
H  -3.3887  -0.9425  0.8036
H  -3.6487  -3.2635  -0.1137
H  -2.0985  -2.8495  0.6581
H  -2.2238  -5.0387  -1.4487
H  -0.8509  -5.3049  -3.5077
H  0.1431  -3.2828  -4.5653
H  -0.6497  -0.5174  -4.6738
H  0.8924  -0.8432  -3.9012
H  0.5021  0.8780  -2.5642
H  -1.0438  1.6094  -4.5128
H  -1.0182  2.4585  -2.9644
H  -2.9068  0.1569  -3.5869
H  -3.3524  1.8700  -3.6783
H  -2.7546  2.0777  -1.3979
C  4.5060  -2.5359  2.2444
O  3.1080  -2.3901  2.4069
C  2.6260  -1.1688  2.7125
C  3.4441  -0.0576  2.8811
C  2.9353  1.1388  3.3647
C  1.6012  1.2252  3.7163
C  0.7708  0.1338  3.5184
C  1.2369  -1.0508  2.9568
N  0.3148  -2.1054  2.7643
C  0.3412  -3.1078  1.8135
C  0.9637  -2.9727  0.5418
C  1.6613  -4.0615  -0.0193
C  2.5451  -3.8906  -1.0634
C  2.7672  -2.6102  -1.5672
C  1.9815  -1.5524  -1.1392
C  0.9774  -1.7219  -0.1695
O  0.0582  -0.7983  0.0350
H  4.6712  -3.5955  2.0703
H  5.0485  -2.2264  3.1418
H  4.8627  -1.9700  1.3801
H  4.4996  -0.1319  2.6615
H  3.5993  1.9808  3.5086
H  1.2051  2.1391  4.1398
H  -0.2692  0.1920  3.8145
H  -0.3421  -2.2129  3.5186
H  -0.0319  -4.0736  2.1389
H  1.5536  -5.0305  0.4569
H  3.1119  -4.7300  -1.4465
H  3.5331  -2.4500  -2.3174
H  2.1208  -0.5583  -1.5540
Cl  -0.4298  4.6353  -1.1696
C  1.2064  4.5525  -0.5747
C  1.8926  5.7409  -0.4947
C  3.2076  5.7526  -0.0421
C  3.8087  4.5557  0.3445
C  3.1195  3.3732  0.2710
C  1.7752  3.2968  -0.2048
C  1.1474  2.0574  -0.2737
H  1.4087  6.6635  -0.7837
H  3.7496  6.6861  0.0069
H  4.8269  4.5618  0.7099
H  3.5831  2.4461  0.5865
H  0.1061  1.9077  -0.5461
H  1.6822  1.1745  0.0490
C  -1.7642  1.5031  3.2984
C  -2.3214  2.8188  2.7447
C  -2.5845  2.4964  1.2680
O  -1.9295  1.2425  0.9791
C  -1.0467  0.9479  2.0828
H  -2.5765  0.8397  3.6029
H  -1.1003  1.6579  4.1462
H  -1.5773  3.6098  2.8358
H  -3.2267  3.1392  3.2555
H  -2.1960  3.2778  0.6187
H  -3.6526  2.3762  1.0752
H  -0.0868  1.4490  1.9290
H  -0.8842  -0.1264  2.0862

Values from the calculation:
- LUMO (spin up / spin down): -1.95 / -3.14 eV
- Total charge: +1
- Frontier orbital gap (spin up / spin down): 0.2787 / 0.1648 Eh
- Strongest force on any atom: 1.462 eV/Å
- DFT total energy: -69618.44561 eV

***

The following is a DFT calculation (ωB97M-V/def2-TZVPD) of a cluster of 2 separate species, C5H11NO in total.

CARTESIAN COORDINATES (ANGSTROEM)
C  -0.0021  0.5416  1.6540
N  -0.1241  -0.4810  0.9245
C  -1.3849  -0.7988  0.2604
C  -2.2129  0.3603  -0.2934
H  -0.7965  1.2622  1.8784
H  0.9867  0.7556  2.0739
H  -1.1332  -1.4673  -0.5705
H  -1.9656  -1.3881  0.9792
H  -3.1219  -0.0452  -0.7512
H  -1.6515  0.8869  -1.0721
H  -2.5229  1.0762  0.4743
C  2.4832  -0.5413  -0.6721
C  1.3355  0.3749  -0.9865
O  0.5245  0.1893  -1.8661
H  2.5137  -1.3480  -1.4063
H  2.3719  -0.9665  0.3315
H  3.4085  0.0432  -0.6986
H  1.2897  1.2915  -0.3641

Values from the calculation:
- LUMO: 1.05 eV
- Frontier orbital gap: 0.3894 Eh
- Strongest force on any atom: 0.533 eV/Å
- SMILES: C=NCC.CC=O
- ΔE to the lowest compared entry with this formula, charge and spin: 208.3 kJ/mol
- DFT total energy: -8899.53822 eV

***

The following is a DFT calculation (ωB97M-V/def2-TZVPD) of the ion C3H3ClNO with charge +1.

CARTESIAN COORDINATES (ANGSTROEM)
C  -0.4087  0.7137  0.3380
C  -1.7915  0.5328  0.2571
C  0.7333  -0.3307  0.8311
N  1.9418  -0.4229  0.6561
O  -2.9197  0.4751  0.1446
Cl  3.0551  0.2778  -0.4551
H  0.0483  0.9610  -0.7415
H  -0.0941  1.6285  0.8703
H  0.3980  -1.0173  1.5242

Values from the calculation:
- LUMO (spin up / spin down): -6.24 / -6.24 eV
- Total charge: +1
- Frontier orbital gap (spin up / spin down): 0.3032 / 0.3032 Eh
- Strongest force on any atom: 4.878 eV/Å
- ΔE to the lowest compared entry with this formula, charge and spin: 125.0 kJ/mol
- DFT total energy: -19208.09735 eV

***

The following is a DFT calculation (ωB97M-V/def2-TZVPD) of an isolated molecule of C4H9NO2.

CARTESIAN COORDINATES (ANGSTROEM)
C  0.8132  0.6943  2.4222
O  0.4633  0.8792  1.0728
C  0.8572  -0.1978  0.2526
C  0.3240  0.0736  -1.1424
N  -1.1146  0.2315  -1.0870
C  -2.0726  -0.4292  -1.6988
O  -1.6407  -1.3754  -2.5667
H  0.3400  -0.2063  2.8437
H  1.9032  0.6039  2.5485
H  0.4631  1.5708  2.9729
H  0.4358  -1.1428  0.6332
H  1.9550  -0.2914  0.2313
H  0.5573  -0.7529  -1.8181
H  0.7744  0.9904  -1.5392
H  -1.4712  0.8913  -0.4130
H  -2.5875  -1.5394  -2.7120

Values from the calculation:
- LUMO: 0.95 eV
- Frontier orbital gap: 0.3442 Eh
- Strongest force on any atom: 1.900 eV/Å
- ΔE to the lowest compared entry with this formula, charge and spin: 318.3 kJ/mol
- DFT total energy: -9876.76169 eV

***

- What is the strongest force on any atom in the sixth record?
  1.900 eV/Å